(1)
DFT (wB97M-V/def2-TZVPD) results for a cluster of 3 separate species, C13H30NO2 in total.

Calculated values
Net charge: +1
Kohn-Sham gap in eV: 7.57
Molar mass in Da: 232.4
Total energy in hartree: -718.2821
Highest occupied orbital energy in eV: -11.136
Energy relative to the best compared isomer or geometry (same formula, charge and spin) in kcal/mol: 6.68
Largest force on an atom in eV Å⁻¹: 0.40

Each line ends with the Mulliken charge.
Cartesian coordinates (Å):
C (0.46, -0.93, 3.92)  -1.180
C (-0.52, 0.24, 3.77)  -0.466
C (-1.95, -0.23, 3.52)  -0.562
C (-2.97, 0.92, 3.54)  -0.630
C (-4.30, 0.55, 4.18)  -0.778
N (-4.80, -0.76, 3.61)  -0.276
H (0.03, -1.85, 3.50)  0.335
H (0.69, -1.14, 4.96)  0.394
H (1.37, -0.74, 3.36)  0.152
H (-0.52, 0.84, 4.67)  0.419
H (-0.19, 0.88, 2.95)  0.230
H (-2.00, -0.73, 2.55)  0.382
H (-2.18, -0.98, 4.28)  0.361
H (-3.17, 1.27, 2.53)  0.383
H (-2.57, 1.76, 4.11)  0.414
H (-5.07, 1.29, 3.98)  0.403
H (-4.20, 0.42, 5.25)  0.365
H (-4.38, -1.55, 4.10)  0.360
H (-5.81, -0.85, 3.68)  0.363
H (-4.55, -0.84, 2.62)  0.332
C (1.96, 0.43, -0.99)  -0.266
C (3.02, -0.59, -0.57)  -0.664
C (3.30, -0.18, 0.87)  -0.412
O (2.06, 0.35, 1.38)  -0.359
C (1.15, 0.56, 0.30)  -0.404
H (1.36, 0.11, -1.84)  0.216
H (2.43, 1.38, -1.24)  0.204
H (2.61, -1.60, -0.61)  0.283
H (3.91, -0.57, -1.20)  0.343
H (4.06, 0.60, 0.92)  0.272
H (3.61, -1.01, 1.50)  0.274
H (0.36, -0.20, 0.35)  0.164
H (0.69, 1.55, 0.41)  0.347
C (0.98, -0.46, -6.58)  -0.559
C (1.26, 1.02, -6.31)  -0.580
C (1.08, 1.09, -4.80)  -0.386
O (1.48, -0.18, -4.29)  -0.322
C (1.62, -1.12, -5.36)  -0.479
H (1.40, -0.82, -7.52)  0.338
H (-0.10, -0.65, -6.59)  0.265
H (2.29, 1.26, -6.58)  0.275
H (0.59, 1.69, -6.84)  0.338
H (0.03, 1.27, -4.53)  0.279
H (1.69, 1.86, -4.33)  0.277
H (2.68, -1.31, -5.53)  0.284
H (1.14, -2.05, -5.08)  0.270


(2)
DFT (wB97M-V/def2-TZVPD) results for a structure of composition C51H61GeN3O2OsP2 in a non-equilibrium geometry.

Calculated values
Kohn-Sham gap (alpha / beta) in eV: 5.78 / 7.28
Molar mass in Da: 1072.9
Total energy in hartree: -5144.8463
Spin multiplicity: 5
Highest occupied orbital energy (alpha / beta) in eV: -5.170 / -6.768
Energy relative to the best compared isomer or geometry (same formula, charge and spin) in kcal/mol: 20.68
Largest force on an atom in eV Å⁻¹: 1.52

Each line ends with the Mulliken spin population.
Cartesian coordinates (Å):
Os (0.80, 1.03, 0.42)  2.928
C (2.66, 4.36, -2.85)  0.011
C (2.49, 3.35, -1.72)  -0.021
C (2.88, 3.99, -0.38)  0.027
P (0.85, 2.51, -1.53)  0.472
C (0.35, 1.94, -3.23)  0.020
C (-1.16, 2.05, -3.47)  0.012
C (0.79, 0.48, -3.44)  0.015
C (-0.37, 3.75, -1.05)  -0.114
C (-0.65, 4.86, -1.86)  -0.013
C (-1.70, 5.72, -1.63)  0.010
C (-1.94, 6.95, -2.48)  0.001
C (-2.55, 5.39, -0.57)  -0.001
C (-2.30, 4.30, 0.24)  0.011
C (-1.16, 3.47, 0.08)  0.054
N (-0.87, 2.38, 0.90)  0.084
C (-1.55, 2.24, 2.11)  0.007
C (-1.71, 3.33, 2.98)  0.060
C (-2.51, 3.28, 4.09)  -0.007
C (-3.22, 2.12, 4.42)  0.015
C (-4.15, 2.07, 5.60)  -0.001
C (-2.98, 1.01, 3.63)  -0.019
C (-2.11, 1.02, 2.53)  -0.023
P (-1.72, -0.61, 1.87)  -0.048
C (-0.82, -1.50, 3.22)  -0.104
C (0.61, -0.94, 3.33)  0.146
C (-1.46, -1.52, 4.62)  0.001
C (-3.31, -1.41, 1.41)  0.029
C (-4.11, -2.18, 2.46)  0.002
C (-4.17, -0.37, 0.68)  0.007
H (3.72, 4.63, -2.93)  0.000
H (2.11, 5.28, -2.64)  0.001
H (2.35, 3.98, -3.82)  -0.001
H (3.17, 2.51, -1.91)  0.016
H (2.25, 4.85, -0.18)  -0.002
H (3.92, 4.33, -0.41)  0.001
H (2.78, 3.29, 0.45)  -0.019
H (0.88, 2.56, -3.96)  0.002
H (-1.71, 1.60, -2.63)  -0.007
H (-1.42, 1.50, -4.38)  0.000
H (-1.51, 3.08, -3.58)  0.001
H (0.07, -0.20, -2.97)  -0.008
H (1.76, 0.26, -2.98)  -0.003
H (0.84, 0.24, -4.51)  -0.003
H (-0.03, 5.03, -2.74)  -0.005
H (-1.47, 6.85, -3.46)  0.000
H (-1.54, 7.85, -2.01)  0.000
H (-3.01, 7.12, -2.64)  0.000
H (-3.44, 5.99, -0.39)  0.000
H (-3.02, 4.07, 1.02)  0.003
H (-1.20, 4.26, 2.72)  0.001
H (-2.62, 4.17, 4.71)  0.000
H (-4.65, 3.03, 5.76)  0.001
H (-3.61, 1.83, 6.53)  0.001
H (-4.92, 1.30, 5.47)  0.000
H (-3.48, 0.09, 3.90)  -0.002
H (-0.77, -2.53, 2.87)  0.005
H (0.61, 0.14, 3.51)  0.005
H (1.21, -1.14, 2.45)  -0.035
H (1.10, -1.42, 4.19)  0.000
H (-1.45, -0.54, 5.08)  -0.001
H (-0.86, -2.19, 5.24)  -0.001
H (-2.48, -1.90, 4.63)  0.000
H (-2.96, -2.13, 0.67)  -0.004
H (-4.56, -1.52, 3.21)  0.000
H (-3.50, -2.93, 2.97)  0.001
H (-4.92, -2.71, 1.96)  -0.001
H (-4.63, 0.32, 1.39)  -0.001
H (-4.96, -0.88, 0.12)  0.000
H (-3.60, 0.22, -0.03)  -0.002
O (2.75, 0.80, 1.51)  0.051
N (3.85, 0.54, 0.94)  -0.032
N (3.71, 0.15, -0.25)  0.051
O (2.55, 0.02, -0.83)  0.161
C (4.91, -0.17, -1.01)  0.003
C (4.77, -0.37, -2.37)  0.016
C (5.89, -0.70, -3.12)  -0.002
C (7.13, -0.83, -2.52)  0.005
C (7.25, -0.63, -1.15)  -0.003
C (6.15, -0.30, -0.39)  0.005
H (3.79, -0.29, -2.82)  0.003
H (5.79, -0.86, -4.19)  0.000
H (8.00, -1.09, -3.12)  0.000
H (8.22, -0.74, -0.67)  0.000
H (6.22, -0.15, 0.68)  -0.001
C (-0.70, -0.66, 0.44)  0.292
Ge (-0.16, -2.45, -0.17)  -0.112
C (-0.34, -3.92, 1.13)  0.017
C (0.76, -4.37, 1.88)  -0.001
C (0.62, -5.36, 2.85)  0.000
C (-0.63, -5.93, 3.09)  0.000
C (-1.72, -5.52, 2.34)  0.000
C (-1.58, -4.53, 1.37)  0.000
C (-1.42, -2.92, -1.61)  0.011
C (-2.19, -1.97, -2.28)  0.003
C (-3.10, -2.34, -3.27)  0.001
C (-3.24, -3.67, -3.62)  0.000
C (-2.47, -4.64, -2.98)  0.000
C (-1.57, -4.27, -1.98)  0.002
C (1.64, -2.64, -0.87)  0.012
C (2.77, -2.40, -0.07)  0.021
C (4.05, -2.67, -0.55)  0.000
C (4.22, -3.16, -1.84)  0.000
C (3.11, -3.38, -2.65)  -0.001
C (1.83, -3.12, -2.16)  0.002
H (-1.32, -0.32, -0.39)  0.023
H (1.74, -3.95, 1.70)  -0.001
H (1.48, -5.69, 3.41)  0.000
H (-0.74, -6.69, 3.85)  0.000
H (-2.69, -5.97, 2.50)  0.000
H (-2.44, -4.25, 0.78)  -0.001
H (-2.10, -0.92, -2.02)  -0.005
H (-3.68, -1.58, -3.77)  0.000
H (-3.94, -3.96, -4.39)  0.000
H (-2.57, -5.68, -3.25)  0.000
H (-0.97, -5.03, -1.50)  0.000
H (2.66, -1.97, 0.92)  -0.025
H (4.91, -2.47, 0.08)  -0.001
H (5.22, -3.36, -2.21)  0.000
H (3.24, -3.75, -3.66)  0.000
H (0.97, -3.29, -2.81)  0.001


(3)
DFT (wB97M-V/def2-TZVPD) results for a structure of composition C42H41BrCrO2P2 in a non-equilibrium geometry.

Calculated values
Kohn-Sham gap (alpha / beta) in eV: 5.60 / 5.33
Molar mass in Da: 771.6
Total energy in hartree: -6076.2875
Spin multiplicity: 5
Highest occupied orbital energy (alpha / beta) in eV: -5.712 / -5.889
Energy relative to the best compared isomer or geometry (same formula, charge and spin) in kcal/mol: 123.81
Largest force on an atom in eV Å⁻¹: 3.98

Each line ends with the Mulliken spin population.
Cartesian coordinates (Å):
Cr (-0.26, -1.59, 0.68)  3.208
C (2.17, -3.69, 1.89)  -0.009
C (2.70, -2.86, 0.94)  0.009
C (3.09, -3.28, -0.43)  -0.030
C (1.94, -4.06, -1.11)  -0.032
C (0.64, -3.35, -1.01)  -0.121
C (-0.23, -3.49, 0.04)  -0.063
C (-0.07, -4.73, 0.91)  0.003
C (1.32, -4.91, 1.67)  0.024
C (-2.06, 1.49, -0.78)  -0.040
H (2.51, -3.55, 2.92)  0.000
H (3.05, -1.83, 1.18)  0.024
H (4.05, -3.80, -0.49)  -0.002
H (3.18, -2.34, -0.98)  -0.010
H (2.23, -4.10, -2.16)  -0.003
H (1.98, -5.11, -0.79)  -0.001
H (0.38, -2.79, -1.93)  -0.003
H (-1.25, -2.99, 0.05)  0.092
H (-0.21, -5.68, 0.38)  0.008
H (-0.88, -4.78, 1.65)  -0.009
H (1.06, -5.38, 2.63)  -0.001
H (1.85, -5.70, 1.16)  0.001
H (-1.92, 1.10, 0.25)  0.031
H (-2.96, 2.15, -0.89)  -0.002
H (-1.17, 2.09, -1.07)  0.004
P (1.64, 0.39, 0.22)  -0.086
P (-2.14, 0.12, -1.87)  0.116
C (0.93, -0.18, -1.27)  0.520
C (-0.41, -0.55, -1.71)  0.045
C (3.13, 1.27, -0.04)  0.051
C (4.33, 0.68, -0.45)  0.018
C (5.50, 1.44, -0.51)  -0.001
C (5.50, 2.80, -0.19)  0.007
C (4.29, 3.42, 0.17)  -0.002
C (3.11, 2.67, 0.20)  0.006
C (1.53, -0.61, 1.99)  -0.010
C (0.67, -1.54, 2.63)  0.105
C (0.13, -1.38, 3.93)  -0.005
C (0.91, -0.71, 4.83)  0.007
C (2.13, -0.19, 4.33)  0.016
C (2.35, 0.01, 2.97)  -0.036
C (-2.42, 0.47, -3.63)  0.003
C (-1.52, 1.36, -4.26)  -0.001
C (-1.60, 1.60, -5.62)  -0.008
C (-2.61, 0.95, -6.35)  0.009
C (-3.51, 0.04, -5.76)  -0.003
C (-3.42, -0.18, -4.38)  0.015
C (-3.23, -1.11, -1.11)  0.085
C (-3.95, -0.85, 0.09)  0.043
C (-4.70, -1.88, 0.68)  0.002
C (-4.67, -3.16, 0.13)  -0.005
C (-3.94, -3.42, -1.03)  0.007
C (-3.27, -2.39, -1.67)  -0.026
H (1.74, -0.49, -1.96)  0.047
H (-0.25, -1.20, -2.58)  -0.031
H (4.32, -0.36, -0.72)  0.002
H (6.44, 1.03, -0.83)  0.001
H (6.42, 3.39, -0.13)  0.000
H (4.27, 4.50, 0.41)  -0.001
H (2.13, 3.15, 0.37)  -0.008
H (0.32, -2.50, 2.08)  0.024
H (-0.83, -1.84, 4.14)  0.011
H (0.74, -0.70, 5.90)  0.002
H (2.89, 0.15, 5.02)  -0.001
H (3.15, 0.71, 2.67)  0.000
H (-0.74, 1.83, -3.66)  0.008
H (-0.90, 2.29, -6.11)  0.000
H (-2.69, 1.14, -7.41)  0.001
H (-4.27, -0.47, -6.36)  0.000
H (-4.12, -0.88, -3.89)  0.001
H (-3.90, 0.15, 0.55)  -0.012
H (-5.25, -1.66, 1.59)  0.002
H (-5.26, -3.94, 0.61)  0.000
H (-3.88, -4.44, -1.41)  0.000
H (-2.77, -2.59, -2.62)  -0.009
Br (-2.62, 3.57, 3.56)  0.000
C (-1.67, 4.93, 2.77)  0.001
C (-1.99, 6.25, 3.11)  0.000
C (-1.39, 7.36, 2.48)  0.000
C (-0.50, 7.09, 1.41)  0.000
C (-0.20, 5.78, 1.05)  0.000
C (-0.68, 4.66, 1.78)  0.000
C (-0.29, 3.26, 1.28)  0.001
O (0.27, 3.26, 0.12)  0.004
O (-0.46, 2.26, 2.01)  0.005
H (-2.70, 6.45, 3.89)  0.000
H (-1.61, 8.39, 2.80)  0.000
H (-0.02, 7.93, 0.88)  0.000
H (0.41, 5.65, 0.14)  0.000